[1]
3 unconnected molecules or ions with the total composition C23H55BN2O, computed with ωB97M-V with the def2-TZVPD basis set.

Positions of all 82 atoms, in Å:
B1 -7.078 -1.772 0.855
C1 -5.882 -0.645 1.057
C2 -5.360 -0.054 -0.418
C3 -4.090 -0.995 -0.850
C4 -3.641 -0.891 -2.420
C5 -2.359 -1.815 -2.850
C6 -2.238 -3.256 -2.090
C7 -1.557 -3.236 -0.607
C8 -0.589 -1.961 -0.279
C9 0.013 -1.903 1.243
C10 -0.770 -2.834 2.342
O1 0.013 -2.723 3.618
C11 -0.694 -1.872 4.590
H1 -7.674 -2.214 1.767
H2 -7.277 -2.170 -0.235
H3 -6.136 0.201 1.825
H4 -4.958 -1.244 1.518
H5 -4.922 1.022 -0.168
H6 -6.219 0.022 -1.209
H7 -4.382 -2.123 -0.651
H8 -3.205 -0.756 -0.087
H9 -4.595 -1.038 -3.120
H10 -3.312 0.243 -2.598
H11 -1.361 -1.162 -2.829
H12 -2.514 -2.066 -4.008
H13 -3.324 -3.731 -1.963
H14 -1.665 -4.011 -2.814
H15 -0.888 -4.219 -0.503
H16 -2.450 -3.353 0.177
H17 0.352 -2.053 -1.007
H18 -1.070 -0.905 -0.533
H19 1.186 -2.099 1.303
H20 -0.121 -0.775 1.610
H21 -0.923 -3.952 2.023
H22 -1.828 -2.312 2.524
H23 -1.179 -0.898 4.101
H24 -1.600 -2.443 5.108
H25 0.116 -1.553 5.404
C12 0.576 1.617 -2.100
C13 1.788 2.085 -2.902
N1 2.414 1.025 -3.700
C14 3.729 1.401 -4.232
C15 3.780 2.544 -5.241
C16 1.542 0.316 -4.638
C17 0.816 1.143 -5.694
H26 0.828 0.766 -1.461
H27 0.225 2.429 -1.455
H28 -0.259 1.334 -2.748
H29 2.520 2.461 -2.178
H30 1.495 2.939 -3.523
H31 4.208 0.518 -4.673
H32 4.371 1.672 -3.384
H33 3.417 2.229 -6.223
H34 4.818 2.865 -5.377
H35 3.208 3.415 -4.916
H36 0.787 -0.228 -4.058
H37 2.112 -0.476 -5.140
H38 0.371 2.053 -5.285
H39 0.003 0.550 -6.128
H40 1.479 1.418 -6.517
C18 3.408 -0.612 4.855
C19 3.284 0.257 3.606
N2 2.068 1.075 3.572
C20 1.812 1.678 2.260
C21 2.820 2.700 1.745
C22 1.848 1.959 4.718
C23 2.931 2.985 5.040
H41 2.527 -1.245 4.987
H42 4.282 -1.267 4.764
H43 3.547 -0.011 5.759
H44 3.274 -0.425 2.746
H45 4.188 0.870 3.508
H46 0.814 2.135 2.258
H47 1.747 0.868 1.522
H48 2.721 3.659 2.261
H49 2.635 2.893 0.682
H50 3.852 2.354 1.839
H51 1.699 1.336 5.608
H52 0.891 2.483 4.599
H53 3.938 2.562 5.000
H54 2.780 3.370 6.055
H55 2.886 3.844 4.367

Computed properties:
Structure (SMILES): BCCCCCCCCCCOC.CCN(CC)CC.CCN(CC)CC
HOMO-LUMO gap (Ha): 0.30954
Energy relative to the best compared isomer or geometry (same formula, charge and spin) (eV): 4.558

=====

[2]
A molecular structure, C23H55N3OP4SeTm, computed with ωB97M-V with the def2-TZVPD basis set.

Positions of all 88 atoms, in Å:
Tm1 0.870 0.318 -0.553
P1 3.196 0.218 0.851
P2 -0.457 0.722 2.559
P3 0.701 2.936 0.270
H1 1.423 0.344 -5.101
C1 1.802 0.841 -4.149
C2 1.456 0.906 -2.791
H2 0.362 1.183 -2.354
C3 3.558 -1.563 0.558
C4 3.353 0.428 2.665
C5 4.492 1.177 0.045
C6 -2.219 1.061 2.999
C7 -0.483 -0.948 3.266
C8 0.183 1.528 4.109
C9 1.047 3.942 -1.216
C10 1.897 3.635 1.472
C11 -0.725 3.913 0.931
H3 2.762 1.216 -4.583
H4 2.316 0.980 -2.046
H5 3.493 -1.818 -0.523
H6 2.902 -2.217 1.171
H7 4.592 -1.637 0.919
H8 2.653 -0.276 3.178
H9 3.201 1.505 2.915
H10 4.408 0.126 2.803
H11 4.469 1.010 -1.051
H12 5.398 0.753 0.485
H13 4.387 2.241 0.331
H14 -2.355 0.969 4.085
H15 -2.896 0.338 2.530
H16 -2.537 2.075 2.732
H17 -0.894 -0.920 4.278
H18 0.514 -1.386 3.312
H19 -1.133 -1.584 2.665
H20 -0.379 1.117 4.960
H21 0.016 2.615 4.123
H22 1.241 1.308 4.296
H23 1.019 4.980 -0.868
H24 0.272 3.812 -1.991
H25 2.032 3.702 -1.644
H26 1.732 4.722 1.437
H27 2.938 3.396 1.224
H28 1.681 3.262 2.485
H29 -0.462 4.963 0.742
H30 -0.856 3.746 2.011
H31 -1.662 3.687 0.399
C12 -2.777 2.424 -2.626
C13 -2.361 2.065 -3.913
C14 -1.984 3.090 -4.783
C15 -2.351 4.393 -4.475
C16 -3.122 4.664 -3.338
C17 -3.188 3.713 -2.322
Se1 -2.445 1.198 -1.027
H32 -1.600 2.413 -0.585
H33 -2.363 1.038 -4.272
H34 -1.341 2.886 -5.640
H35 -2.061 5.242 -5.068
H36 -3.604 5.628 -3.195
H37 -3.532 3.965 -1.312
C18 -1.700 -2.510 -2.440
N1 -1.057 -3.452 -1.469
C19 -1.519 -4.857 -1.578
P4 -0.551 -2.905 0.005
O1 -0.139 -1.449 -0.164
N2 -1.760 -2.919 1.126
C20 -2.000 -4.198 1.828
C21 -3.057 -2.241 0.691
N3 0.681 -3.891 0.437
C22 1.613 -4.359 -0.611
C23 0.981 -4.325 1.842
H38 -1.651 -2.984 -3.444
H39 -1.162 -1.527 -2.480
H40 -2.776 -2.324 -2.187
H41 -0.845 -5.489 -0.974
H42 -2.571 -4.951 -1.229
H43 -1.454 -5.146 -2.644
H44 -1.292 -4.263 2.656
H45 -1.832 -5.026 1.126
H46 -3.033 -4.159 2.188
H47 -2.937 -1.280 0.139
H48 -3.664 -2.952 0.093
H49 -3.618 -2.038 1.616
H50 1.210 -4.067 -1.586
H51 2.601 -3.902 -0.439
H52 1.703 -5.448 -0.524
H53 0.779 -3.537 2.615
H54 0.417 -5.250 2.111
H55 2.053 -4.596 1.917

Computed properties:
HOMO-LUMO gap (spin up / spin down) (Ha): 0.23817 / 0.23931
Multiplicity: 3
Total charge: +3

=====

[3]
A molecular structure, C23H57Cu2N4O10, computed with ωB97M-V with the def2-TZVPD basis set.

Positions of all 96 atoms, in Å:
Cu1 -1.148 0.629 3.533
Cu2 1.570 -2.796 2.467
O1 -0.565 -0.604 -0.762
C1 -0.330 -0.947 0.487
O2 0.561 -1.796 0.748
O3 -0.832 -0.239 1.363
H1 -1.231 0.084 -0.683
C2 3.316 -3.221 5.131
O4 3.058 -3.743 3.844
C3 4.229 -4.334 3.248
C4 4.071 -4.728 1.756
N1 3.219 -3.860 0.999
C5 2.400 -4.455 -0.043
C6 1.340 -5.355 0.571
O5 0.741 -4.698 1.719
C7 -0.316 -5.537 2.167
H2 3.584 -2.165 5.108
H3 4.069 -3.870 5.577
H4 2.351 -3.365 5.618
H5 4.307 -5.331 3.681
H6 5.106 -3.750 3.526
H7 3.779 -5.777 1.800
H8 5.077 -4.866 1.359
H9 3.929 -3.355 0.488
H10 2.976 -5.095 -0.712
H11 1.742 -3.763 -0.568
H12 1.885 -6.251 0.869
H13 0.644 -5.543 -0.246
H14 0.073 -6.469 2.576
H15 -1.211 -5.659 1.558
H16 -0.609 -5.118 3.130
C8 -1.722 1.588 6.708
O6 -1.198 1.898 5.373
C9 -0.927 3.340 5.216
C10 -0.409 3.648 3.762
N2 -1.184 2.911 2.741
C11 -1.085 3.515 1.469
C12 0.299 3.171 0.791
O7 1.284 4.228 1.006
C13 2.566 3.985 0.406
H17 -0.957 1.384 7.458
H18 -2.452 0.788 6.829
H19 -2.194 2.491 7.094
H20 -0.118 3.662 5.870
H21 -1.828 3.947 5.307
H22 0.638 3.401 3.587
H23 -0.536 4.710 3.554
H24 -2.182 2.903 2.895
H25 -1.407 4.552 1.557
H26 -1.947 3.123 0.928
H27 0.137 3.162 -0.287
H28 0.654 2.168 1.030
H29 3.255 3.300 0.900
H30 3.175 4.788 -0.009
H31 2.480 3.534 -0.583
C14 0.160 5.055 -5.682
O8 0.374 3.712 -5.343
C15 0.441 3.421 -3.961
C16 0.652 1.923 -3.705
N3 1.974 1.349 -3.447
C17 2.006 -0.007 -3.031
C18 1.845 -1.032 -4.218
O9 3.018 -1.071 -5.062
C19 2.939 -2.112 -6.070
H32 -0.571 5.582 -5.069
H33 -0.080 5.074 -6.745
H34 1.026 5.676 -5.455
H35 -0.489 3.779 -3.518
H36 1.288 3.897 -3.467
H37 0.518 1.407 -4.655
H38 0.018 1.548 -2.902
H39 2.531 1.571 -4.260
H40 1.278 -0.323 -2.283
H41 3.031 -0.238 -2.743
H42 1.078 -0.703 -4.918
H43 1.759 -2.007 -3.737
H44 3.855 -2.359 -6.606
H45 2.257 -1.723 -6.827
H46 2.523 -3.040 -5.677
C20 -4.431 1.675 -3.065
C21 -4.021 0.883 -1.844
C22 -5.123 0.121 -1.041
O10 -6.003 1.180 -0.542
C23 -7.008 0.610 0.233
N4 -3.139 -0.131 -2.310
H47 -4.741 2.676 -2.766
H48 -5.240 1.107 -3.525
H49 -3.524 1.734 -3.665
H50 -3.376 1.492 -1.212
H51 -4.769 -0.383 -0.142
H52 -5.739 -0.377 -1.791
H53 -7.557 -0.240 -0.171
H54 -7.806 1.317 0.461
H55 -6.519 0.210 1.122
H56 -3.750 -0.804 -2.750
H57 -2.811 -0.673 -1.523

Computed properties:
HOMO-LUMO gap (spin up / spin down) (Ha): 0.21791 / 0.10515
Multiplicity: 3
Energy relative to the best compared isomer or geometry (same formula, charge and spin) (eV): 3.466
Total charge: +3

=====

no.,maximum force (eV/Å)
1,2.74
2,3.31
3,4.59